ORCA calculation (ωB97M-V/def2-TZVPD) on a molecular structure, C48H73BIrN9O4PS4 in a non-equilibrium geometry.

Results
- spin multiplicity = 5
- E (hartree) = -4729.61866
- maximum force (eV/A) = 4.83
- ΔE to the lowest compared entry with this formula, charge and spin (kJ/mol) = 96.83
- LUMO level (spin up / spin down) (eV) = -4.014 / -5.922
- net charge = +1

Element x y z (Å)
Ir -0.087 -0.187 -0.382
S 0.208 1.438 1.591
S 0.567 -1.890 1.343
S 7.243 0.442 -6.446
S -0.889 2.055 -1.831
P -3.482 -1.773 -0.420
O 7.101 -0.437 -7.576
O 8.562 0.862 -6.060
O 6.169 1.368 -6.217
O -2.198 -1.000 -0.400
N 1.950 -1.544 -1.279
N 2.510 1.895 0.297
N 2.797 -0.320 1.454
N 1.586 3.756 1.026
N 7.799 -1.833 -5.061
N 2.052 -0.133 -1.106
N 5.953 -0.592 -4.325
N -0.078 -0.105 -3.311
N 2.519 -1.623 3.207
C -3.539 -0.958 2.238
C 6.533 -2.583 -3.201
C -2.477 -3.373 -2.509
C 2.734 4.083 0.349
C 3.788 -0.046 2.364
C 2.626 0.431 -2.280
C -5.194 -4.460 -2.149
C 2.009 -2.654 4.123
C 2.011 -1.268 2.000
C 0.737 4.804 1.618
C 3.698 -0.105 -2.911
C -5.409 -2.568 1.595
C 3.059 -2.296 -0.872
C 1.453 2.411 0.961
C 1.621 5.700 2.495
C -3.092 -3.459 -1.114
C 6.960 -0.849 -5.075
C -0.804 1.778 -4.795
C -6.100 -1.701 2.646
C -3.959 -2.124 1.343
C -0.285 0.348 -4.728
C -3.808 -1.324 3.695
C -1.321 -0.574 -5.392
C -6.231 1.215 -1.274
C -4.723 -0.815 -1.452
C 3.621 -0.841 3.439
C 0.127 5.599 0.460
C 0.360 -1.443 -3.196
C -0.357 0.560 -2.210
C 5.681 -1.463 -3.322
C 4.522 -1.199 -2.514
C -4.743 0.980 -3.258
C -4.503 -4.492 -3.508
C -5.833 -0.126 -0.648
C -4.164 -4.542 -1.029
C -3.508 -3.342 -3.636
C -3.904 0.211 -2.231
C 2.957 -2.819 5.311
C 4.272 -2.065 -1.408
C 1.065 0.254 -5.444
C 3.296 2.941 -0.101
C 1.194 -2.033 -2.319
C 1.942 -3.995 3.389
C 7.575 -2.727 -4.092
C -5.292 -1.659 3.943
C -0.372 4.225 2.487
C 0.635 -2.220 4.632
C -6.195 1.119 -2.795
B 2.913 0.416 0.105
H -3.075 -0.292 -2.732
H -6.711 -0.775 -0.615
H -2.110 -0.826 -4.686
H 0.933 0.500 -6.494
H -2.275 -3.729 -0.425
H -1.770 1.871 -4.305
H -5.178 -1.513 -2.156
H 0.993 6.399 3.040
H -2.986 -3.424 -4.592
H -5.540 1.997 -0.955
H 2.194 1.360 -2.626
H 2.920 -4.256 2.993
H 1.787 0.952 -5.024
H -4.711 0.485 -4.232
H -6.781 0.256 -3.114
H 8.250 -3.570 -4.058
H 2.578 -3.617 5.944
H -0.500 6.393 0.853
H -7.089 -2.114 2.850
H -5.504 0.049 0.374
H 3.956 -3.101 4.986
H 3.070 5.091 0.241
H -1.778 -0.062 -6.234
H 4.208 -0.891 4.329
H -1.079 3.650 1.899
H -5.243 -4.421 -4.306
H -4.048 -2.395 -3.634
H 4.068 0.396 -0.186
H -4.073 -0.043 1.977
H -0.929 2.055 -5.839
H 2.170 5.100 3.218
H 0.900 6.047 -0.160
H -0.108 2.481 -4.349
H 4.187 2.789 -0.673
H -5.784 -3.548 -2.052
H -6.248 -0.690 2.267
H -5.413 -3.598 1.959
H 2.328 6.280 1.911
H 0.038 3.589 3.269
H 4.535 0.693 2.164
H -3.977 -5.442 -3.620
H 1.484 -0.747 -5.382
H -5.740 -0.920 4.609
H 0.244 -2.973 5.309
H -0.483 4.948 -0.163
H -3.469 0.899 -1.507
H -1.843 -2.484 -2.547
H -4.304 1.973 -3.383
H 1.228 -3.966 2.573
H -3.494 -0.500 4.336
H -5.370 -2.629 4.438
H -0.064 -2.095 3.812
H 1.335 -3.097 -2.441
H 2.880 -3.066 -0.138
H -6.644 2.005 -3.244
H -1.832 -4.244 -2.657
H 1.636 -4.771 4.083
H 5.093 -2.655 -1.036
H -0.051 -2.091 -3.953
H -0.875 -1.492 -5.769
H -2.474 -0.763 2.097
H 4.046 0.395 -3.807
H -3.666 -5.514 -1.097
H 0.710 -1.276 5.166
H -5.984 -2.548 0.668
H 6.375 -3.335 -2.446
H -3.191 -2.188 3.952
H -3.279 -2.954 1.587
H 3.012 -1.919 5.918
H -5.879 -5.307 -2.067
H -4.661 -4.498 -0.061
H -0.910 5.041 2.960
H -7.229 1.492 -0.934